*1*
{
  "formula": "C4H8NOP",
  "method": "wB97M-V/def2-TZVPD",
  "elements": ["C", "C", "C", "C", "P", "N", "O", "H", "H", "H", "H", "H", "H", "H", "H"],
  "coordinates": [[-3.3764, 0.3713, -0.5596], [-2.3205, 0.3593, -0.0453], [-1.0735, 0.4606, 0.5585], [-0.1321, -0.5409, -0.1414], [1.5480, 0.2213, 0.1036], [2.6732, -0.9199, -0.0645], [1.7084, 1.3854, -0.8269], [-4.1130, 0.5777, -1.2343], [-0.6754, 1.5832, 0.2672], [-1.1908, 0.4918, 1.6696], [-0.2114, -1.4848, 0.3825], [-0.4500, -0.7556, -1.1767], [1.2798, 0.6336, 1.3916], [3.3300, -0.6806, -0.8345], [3.0036, -1.7024, 0.5103]],
  "gap_ev": 10.45,
  "homo_ev": -9.65,
  "multiplicity": 1
}

---

*2*
{
  "formula": "C4H8NOP",
  "method": "wB97M-V/def2-TZVPD",
  "elements": ["C", "C", "P", "C", "C", "N", "O", "H", "H", "H", "H", "H", "H", "H", "H"],
  "coordinates": [[-0.2232, -1.4969, 1.0109], [0.0606, -0.3220, 0.0232], [1.7577, 0.2500, -0.1536], [-0.8473, 0.2983, -1.0224], [-0.8657, 1.0941, 0.2285], [-0.2730, 2.3384, 0.2638], [0.5869, 2.6715, -0.5802], [-1.1383, -2.1081, 0.8072], [-0.4027, -1.1139, 1.9525], [0.6640, -2.0479, 1.0000], [1.9302, -0.1925, -1.4695], [2.3864, -0.9046, 0.2536], [-1.7326, -0.2849, -1.4373], [-0.2799, 0.8919, -1.9188], [-1.6232, 0.9265, 1.0420]],
  "gap_ev": [8.35, 8.35],
  "homo_ev": [-8.51, -8.51],
  "multiplicity": 1
}

---

Verdict on stability: *2* comes out at the bottom.

---

*1*
{
  "formula": "C12H17NS",
  "method": "wB97M-V/def2-TZVPD",
  "elements": ["C", "C", "C", "C", "C", "C", "C", "C", "C", "C", "C", "C", "N", "S", "H", "H", "H", "H", "H", "H", "H", "H", "H", "H", "H", "H", "H", "H", "H", "H", "H"],
  "coordinates": [[1.4304, -1.6222, -1.0136], [2.2199, -0.3372, -1.3420], [2.6281, -0.9718, 0.8608], [1.7440, -1.8851, 0.3908], [2.8760, 0.0357, -0.1863], [-1.1337, -0.1130, 0.1954], [-1.5686, -2.5737, -0.1612], [-2.5869, 1.5634, -1.0274], [-2.0226, 2.2452, 0.1851], [-1.2123, 1.1501, -0.5359], [3.5627, 1.2521, 0.0591], [-1.7575, -2.0283, 1.2676], [-2.0022, -0.6467, 1.0399], [-1.1171, -1.4290, -1.3346], [1.0968, -2.2767, -1.7962], [2.0871, 0.3128, -2.2253], [2.9650, -1.0620, 1.8305], [1.4971, -2.7960, 0.8891], [-0.1693, -0.3127, 0.6093], [-1.8919, -3.5941, -0.3218], [-3.3197, 0.8839, -0.8808], [-2.6459, 2.2257, -1.9805], [-1.4819, 3.2695, 0.2487], [-2.4590, 2.1470, 1.2363], [-0.3088, 1.2794, -1.0890], [4.4309, 1.3610, -0.6204], [3.8895, 1.3214, 1.0913], [2.9372, 2.0208, -0.0998], [-0.8968, -2.0891, 1.9863], [-2.5735, -2.4303, 1.8359], [-2.9168, -0.5134, 0.6637]],
  "gap_ev": [7.46, 6.12],
  "homo_ev": [-7.09, -6.67],
  "multiplicity": 1
}

---

*2*
{
  "formula": "C12H17NS",
  "method": "wB97M-V/def2-TZVPD",
  "elements": ["C", "C", "C", "N", "C", "C", "C", "C", "C", "C", "H", "H", "H", "H", "H", "H", "H", "H", "H", "C", "C", "S", "C", "H", "H", "H", "H", "H", "H", "H", "H"],
  "coordinates": [[3.6194, 2.5165, 0.9857], [2.3757, 2.2909, 0.2159], [1.4571, 3.2654, -0.1173], [0.4388, 2.6756, -0.8259], [0.6375, 1.3113, -0.8970], [-0.0861, 0.2663, -1.4850], [0.5175, -0.9744, -1.5846], [1.8558, -1.1603, -1.1460], [2.5080, -0.2192, -0.4029], [1.9067, 1.0576, -0.2654], [4.5245, 2.5952, 0.3566], [3.9165, 1.6704, 1.6017], [3.6853, 3.4710, 1.5083], [1.6991, 4.3138, -0.1012], [-0.5322, 2.9640, -0.8461], [-1.1106, 0.2551, -1.8334], [-0.0737, -1.8617, -1.7456], [2.4265, -2.0286, -1.4453], [3.4963, -0.3630, 0.0184], [-3.7755, -2.5649, -0.8541], [-3.1553, -1.6157, 0.1591], [-2.8443, -2.5921, 1.7394], [-1.5993, -1.4756, 2.4532], [-3.8516, -1.9255, -1.7523], [-4.8231, -2.8342, -0.7347], [-3.1572, -3.4057, -1.1362], [-2.1467, -1.3038, -0.0941], [-3.8272, -0.7801, 0.3206], [-2.0341, -0.4745, 2.5297], [-1.3700, -1.7919, 3.4712], [-0.6776, -1.2818, 1.9074]],
  "gap_ev": 8.71,
  "homo_ev": -7.92,
  "multiplicity": 1
}

---

Verdict on stability: *1* comes out at the bottom.

---

*1*
{
  "formula": "C3H7N3O",
  "method": "wB97M-V/def2-TZVPD",
  "elements": ["C", "C", "N", "N", "C", "N", "O", "H", "H", "H", "H", "H", "H", "H"],
  "coordinates": [[1.6265, 0.6778, -0.1650], [1.4138, -0.7961, -0.0166], [0.5559, 1.0799, -1.0700], [-0.6533, 0.8904, -0.4628], [-1.0398, -0.2204, 0.1494], [-2.3433, -0.3407, 0.6037], [-0.1995, -1.1736, 0.4197], [-1.2863, 1.6838, -0.4817], [-2.5491, -1.2615, 0.9617], [-3.0593, 0.0192, -0.0132], [2.5785, 0.8997, -0.6533], [1.5989, 1.1781, 0.8148], [1.8236, -1.2896, 0.8588], [1.5334, -1.3468, -0.9457]],
  "gap_ev": 7.18,
  "homo_ev": -6.45,
  "multiplicity": 1
}

---

*2*
{
  "formula": "C3H7N3O",
  "method": "wB97M-V/def2-TZVPD",
  "elements": ["C", "C", "N", "C", "N", "O", "N", "H", "H", "H", "H", "H", "H", "H"],
  "coordinates": [[-1.4732, 1.1720, 0.2307], [-1.8634, -0.6781, -0.3657], [-0.7939, -0.0040, 0.2255], [0.5768, -0.2026, 0.0423], [2.7505, 0.4575, 0.1889], [0.9157, -1.4241, -0.4405], [1.3970, 0.6899, 0.4050], [0.1027, -1.8477, -0.7684], [3.2758, 0.9504, 0.8961], [3.0068, -0.5253, 0.1655], [-2.2360, 1.3174, 0.9792], [-1.1267, 2.0072, -0.3727], [-2.1808, -0.4349, -1.3686], [-2.3514, -1.4777, 0.1827]],
  "gap_ev": [8.25, 8.25],
  "homo_ev": [-7.93, -7.93],
  "multiplicity": 1
}

---

*3*
{
  "formula": "C3H7N3O",
  "method": "wB97M-V/def2-TZVPD",
  "elements": ["C", "N", "N", "C", "C", "N", "O", "H", "H", "H", "H", "H", "H", "H"],
  "coordinates": [[-0.9371, -1.2023, -1.1242], [-0.6848, -0.9075, 0.2648], [0.9072, -0.9503, 0.9724], [0.1144, 0.1730, 0.5767], [0.6787, 1.1573, -0.4085], [-0.2571, 0.7978, 2.0234], [0.0518, 1.9289, 2.2076], [-0.0205, -1.5304, -1.6267], [-1.3251, -0.3329, -1.6598], [-1.6696, -2.0081, -1.1661], [0.6578, -1.3292, 1.8860], [1.2961, 1.8782, 0.1239], [1.3130, 0.6526, -1.1352], [-0.1248, 1.6728, -0.9342]],
  "gap_ev": 8.86,
  "homo_ev": -8.75,
  "multiplicity": 1
}

---

Verdict on stability: *3* comes out at the bottom.

---

*1*
{
  "formula": "C3H7N3O",
  "method": "wB97M-V/def2-TZVPD",
  "elements": ["O", "N", "C", "N", "C", "C", "N", "H", "H", "H", "H", "H", "H", "H"],
  "coordinates": [[-1.6099, 1.8724, -0.1048], [-0.9327, 1.0619, 0.7867], [-0.0436, 0.1806, 0.2865], [0.6920, -0.3904, 1.1415], [1.4203, -1.4857, 0.2984], [0.6084, -1.4127, -1.0737], [0.0483, 0.0157, -1.1150], [-0.9007, 2.3423, -0.3869], [-0.9933, 1.3219, 1.8977], [1.2640, -2.4109, 0.9104], [2.4297, -1.3200, 0.2460], [-0.0308, -2.2501, -1.1448], [1.3889, -1.4298, -1.7335], [-0.8423, 0.2643, -1.7106]],
  "gap_ev": 9.20,
  "homo_ev": -8.29,
  "multiplicity": 1
}

---

*2*
{
  "formula": "C3H7N3O",
  "method": "wB97M-V/def2-TZVPD",
  "elements": ["C", "C", "C", "H", "H", "H", "H", "H", "H", "H", "N", "N", "N", "O"],
  "coordinates": [[1.5817, 1.2894, 0.1829], [-0.9240, 0.9898, -0.0664], [1.8032, -1.3009, -0.0729], [1.4171, 2.2887, 0.8502], [2.0626, 0.2142, 1.0586], [2.1257, 1.4656, -0.8765], [-1.0988, 2.1725, -0.0335], [-1.0887, -1.0496, 0.2473], [1.5458, -2.4451, 0.3073], [2.9357, -1.0686, -0.2423], [0.4134, 0.5103, -0.2729], [-2.0430, 0.4094, -0.0226], [0.6645, -0.7833, -0.0495], [-1.9887, -1.0502, 0.1053]],
  "gap_ev": 9.73,
  "homo_ev": -9.12,
  "multiplicity": 1
}

---

Verdict on stability: *2* comes out at the bottom.

---

*1*
{
  "formula": "C3H7N3O",
  "method": "wB97M-V/def2-TZVPD",
  "elements": ["C", "C", "C", "N", "O", "N", "N", "H", "H", "H", "H", "H", "H", "H"],
  "coordinates": [[-0.6871, -1.6234, -0.3577], [0.4278, 0.6066, 0.3104], [1.4842, -0.2828, -0.0128], [-1.8885, 0.8050, 0.5455], [0.5790, 1.9447, 0.2364], [-0.7405, 0.0450, 0.5242], [2.4751, 0.0830, -0.7016], [1.4415, 2.0793, -0.2074], [-1.7617, 1.7707, 0.2528], [-2.3346, 0.7487, 1.4516], [3.2940, -0.5219, -0.6486], [-0.2109, -2.3303, 0.3060], [-0.3102, -1.6438, -1.3737], [-1.7684, -1.6807, -0.3250]],
  "gap_ev": [7.28, 7.27],
  "homo_ev": [-6.73, -6.72],
  "multiplicity": 1
}

---

*2*
{
  "formula": "C3H7N3O",
  "method": "wB97M-V/def2-TZVPD",
  "elements": ["C", "C", "N", "N", "N", "C", "O", "H", "H", "H", "H", "H", "H", "H"],
  "coordinates": [[2.0623, 0.3833, 0.2879], [0.8862, 0.0378, -0.2319], [0.3128, 0.6351, -1.3462], [0.1193, -1.0150, 0.3081], [-1.2669, -0.8739, 0.3057], [-1.9655, 0.1908, 0.7414], [-3.1591, 0.2309, 0.5421], [2.4174, -0.0465, 1.2068], [2.6972, 1.1023, -0.1952], [0.9610, 1.1575, -1.9143], [-0.2961, 0.0364, -1.8853], [0.4769, -1.3110, 1.2121], [-1.9008, -1.4992, -0.2409], [-1.3447, 0.9713, 1.2098]],
  "gap_ev": 9.26,
  "homo_ev": -8.38,
  "multiplicity": 1
}

---

Verdict on stability: *1* comes out at the bottom.

---

*1*
{
  "formula": "C3H7N3O",
  "method": "wB97M-V/def2-TZVPD",
  "elements": ["C", "N", "C", "N", "C", "O", "N", "H", "H", "H", "H", "H", "H", "H"],
  "coordinates": [[1.3921, 0.9506, -0.6960], [0.6628, -0.0701, -1.2013], [0.2165, -0.5672, 0.0034], [0.3594, -1.8879, 0.3106], [-1.1037, -0.0308, 0.5648], [-1.5984, -0.5578, 1.5467], [-1.6563, 0.9973, -0.1218], [2.3108, 0.7454, -0.1385], [0.8219, 0.5937, 0.6684], [1.4364, 1.9053, -1.2401], [-0.1507, -2.2148, 1.1212], [1.2304, -2.3375, 0.0797], [-1.3479, 1.1738, -1.0654], [-2.5731, 1.3001, 0.1682]],
  "gap_ev": [9.11, 9.11],
  "homo_ev": [-8.78, -8.78],
  "multiplicity": 1
}

---

*2*
{
  "formula": "C3H7N3O",
  "method": "wB97M-V/def2-TZVPD",
  "elements": ["O", "N", "C", "N", "C", "C", "N", "H", "H", "H", "H", "H", "H", "H"],
  "coordinates": [[-3.0297, 0.3162, 0.2197], [-1.9609, -0.4659, -0.4749], [-0.6652, -0.1144, -0.1977], [-0.0462, -1.1519, -0.0772], [1.4752, -0.7437, 0.1443], [1.5285, 0.6782, -0.1017], [0.0118, 1.2092, -0.0140], [-2.8485, 0.2217, 1.2930], [-2.2435, -1.3640, -0.4183], [2.0028, -1.2576, -0.5294], [1.9511, -1.0227, 1.1356], [1.8321, 1.0557, -1.1040], [2.2032, 0.7720, 0.9674], [-0.2106, 1.8672, -0.8427]],
  "gap_ev": 9.76,
  "homo_ev": -8.98,
  "multiplicity": 1
}

---

*3*
{
  "formula": "C3H7N3O",
  "method": "wB97M-V/def2-TZVPD",
  "elements": ["C", "N", "N", "N", "C", "C", "O", "H", "H", "H", "H", "H", "H", "H"],
  "coordinates": [[3.0605, 0.4525, 0.0943], [1.7701, 0.4544, -0.5514], [0.8300, 0.0663, 0.1649], [-0.3980, 0.1500, -0.0299], [-1.3719, -0.6319, -0.2720], [-2.8043, -0.2698, -0.0126], [-3.1250, 1.1030, -0.0062], [3.8152, 0.3509, -0.6836], [3.2066, 1.4149, 0.5912], [3.1687, -0.3526, 0.8265], [-1.2065, -1.6386, -0.6494], [-3.4276, -0.7733, -0.7627], [-3.0885, -0.6836, 0.9688], [-2.3358, 1.6022, -0.2444]],
  "gap_ev": 9.53,
  "homo_ev": -8.82,
  "multiplicity": 1
}

---

*4*
{
  "formula": "C3H7N3O",
  "method": "wB97M-V/def2-TZVPD",
  "elements": ["C", "C", "C", "H", "H", "H", "H", "H", "H", "H", "N", "N", "N", "O"],
  "coordinates": [[0.4353, -1.7495, 0.4712], [0.4311, -0.2245, 0.0882], [-1.8928, 0.1931, 0.1826], [-0.1951, -2.4097, -0.2516], [1.3698, -2.2157, 0.3818], [0.0432, -1.8188, 1.3687], [-0.4271, 1.5826, -0.6563], [-2.0920, -1.0833, 0.1636], [0.5483, 1.9793, 0.1914], [2.5098, 2.2891, -0.5254], [-0.6145, 0.5494, -0.3045], [1.5043, 0.1833, -0.5966], [1.2339, 1.7076, -0.8484], [-2.8544, 1.0170, 0.3352]],
  "gap_ev": 9.15,
  "homo_ev": -9.09,
  "multiplicity": 1
}

---

Verdict on stability: *4* comes out at the bottom.